An isolated ion of composition C3H8N3S and charge +1 in a non-equilibrium geometry. Source: the OMol25 dataset; level of theory: ωB97M-V with the def2-TZVPD basis set.

Last column: Mulliken charge in e.
Geometry (Å):
C 0.13627 0.04855 0.08129  0.54
C -0.97598 -0.23226 -2.00476  -0.36
C 1.09012 0.38092 2.35460  -0.87
N 0.18723 0.33099 -1.24457  -0.19
N -1.25764 -1.40620 -1.24284  -0.39
N 0.88116 0.66901 0.93293  -0.20
S -1.21946 -1.02455 0.42085  0.03
H -1.77669 0.62578 -1.99096  0.27
H -0.90284 -0.38198 -3.11102  0.36
H 1.56372 1.22808 3.02431  0.28
H 1.71658 -0.51078 2.32458  0.38
H 0.16783 0.19070 2.87217  0.31
H 0.91524 0.65590 -1.81094  0.25
H -2.10365 -1.90037 -1.43587  0.32
H 1.57811 1.32621 0.83023  0.27

Forces on the atoms, in the same order (eV/Å):
C -0.511 0.826 -2.188
C -1.530 2.578 -0.060
C 0.276 -0.282 1.680
N -2.096 -1.785 0.084
N 0.192 -0.448 -0.103
N -0.343 -0.323 2.895
S 0.939 0.713 0.345
H 0.881 -1.523 0.462
H 0.960 -0.411 1.106
H -0.648 -1.397 -2.158
H 0.087 0.067 0.867
H -0.536 -0.402 0.052
H 1.613 0.779 -0.073
H -0.595 -0.243 -0.432
H 1.311 1.852 -2.477

Values from the calculation:
Gap between HOMO and LUMO: 9.76 eV
Charge: +1
Relative energy (zero: lowest compared OMol25 entry of this formula, charge and spin): 118.2 kJ/mol
Spin multiplicity: 1

***

An isolated ion of composition C3H8N3S and charge +1 in a non-equilibrium geometry. Source: the OMol25 dataset; level of theory: ωB97M-V with the def2-TZVPD basis set.

Last column: Mulliken charge in e.
Geometry (Å):
C -1.22821 -1.16352 0.72721  0.15
C -0.26650 -2.25005 0.60399  -0.70
C 0.04610 0.42683 -0.61583  -0.23
N -1.12976 0.01000 0.11674  -0.12
N 0.36510 1.71583 -0.28015  0.05
N 1.57757 2.21745 -0.60685  -0.56
S 1.43752 -1.68077 0.41927  -0.21
H -2.27610 -1.31966 1.19392  0.37
H -0.43104 -2.99866 1.36634  0.37
H -0.54928 -2.91445 -0.25672  0.33
H 0.48969 0.15525 -1.65136  0.37
H 0.01283 2.09082 0.61398  0.28
H -1.72094 0.85618 0.19854  0.37
H 1.56095 3.24310 -0.54941  0.26
H 2.11208 1.61167 -1.27967  0.29

Forces on the atoms, in the same order (eV/Å):
C -3.123 0.782 -0.781
C 0.229 -0.395 -0.590
C 2.473 1.254 -0.049
N 1.424 -0.528 -0.402
N -1.347 -2.563 0.549
N 1.168 0.039 -0.478
S -0.677 1.412 -0.586
H 1.920 0.274 -0.408
H 0.034 0.213 0.884
H -0.171 0.895 -0.042
H -1.587 -0.233 1.898
H 0.321 -0.408 -0.426
H -0.594 -1.485 0.409
H 0.594 -0.880 -0.893
H -0.664 1.623 0.914

Values from the calculation:
Gap between HOMO and LUMO (spin up / spin down): 6.29 / 6.27 eV
Charge: +1
Relative energy (zero: lowest compared OMol25 entry of this formula, charge and spin): 416.8 kJ/mol
Spin multiplicity: 1

***

An isolated molecule of C3H8N4 in a non-equilibrium geometry. Source: the OMol25 dataset; level of theory: ωB97M-V with the def2-TZVPD basis set.

Last column: Mulliken charge in e.
Geometry (Å):
C -0.43350 1.52970 -1.46431  -1.14
C 1.49641 0.14890 -0.39256  0.19
C -1.13807 -0.29190 -0.27895  0.00
H 0.44151 2.11124 -2.08235  0.32
H -0.87275 1.27765 -2.61110  0.33
H -1.01744 2.16013 -0.91880  0.40
H 2.10578 1.15777 -0.46796  0.28
H 2.74261 -0.74985 0.70585  0.22
H -1.89889 -0.19615 -1.13555  0.36
H -0.54092 -1.13918 2.65236  0.29
H 0.36746 -0.76838 1.38150  0.28
N 0.16540 0.23468 -0.78045  0.02
N 1.78146 -0.95615 0.31288  -0.71
N -1.62123 -0.60429 0.82069  -0.32
N -0.45084 -0.41330 1.83130  -0.51

Forces on the atoms, in the same order (eV/Å):
C 5.393 -2.393 -7.137
C -1.097 -1.249 2.840
C -0.323 0.273 -3.644
H -1.428 -0.923 2.496
H 0.135 -0.005 3.552
H -1.526 1.351 1.733
H -1.050 -2.350 -0.278
H -1.137 -0.783 -0.541
H 1.304 -0.458 1.251
H -0.592 1.819 -2.060
H 0.817 -0.268 -0.551
N -3.148 3.267 -1.084
N 2.205 3.636 -1.644
N 3.423 -0.108 3.316
N -2.975 -1.809 1.751

Values from the calculation:
Gap between HOMO and LUMO: 9.85 eV
Relative energy (zero: lowest compared OMol25 entry of this formula, charge and spin): 493.3 kJ/mol
Spin multiplicity: 1

***

An isolated molecule of C3H8N4 in a non-equilibrium geometry. Source: the OMol25 dataset; level of theory: ωB97M-V with the def2-TZVPD basis set.

Last column: Mulliken charge in e.
Geometry (Å):
C 0.67396 -1.16164 -1.08961  -0.83
C -0.56846 -1.03047 -0.54754  0.25
C -1.99961 0.65960 0.44667  -0.95
N 1.56775 -0.10466 -0.94015  -0.07
N -0.70522 0.07226 0.22449  -0.22
N 1.26002 0.81732 -0.01514  -0.27
N 1.87827 0.57959 1.17319  -0.24
H 1.01143 -1.92318 -1.78141  0.43
H -1.45996 -1.70574 -0.77505  0.30
H -2.08528 1.58696 -0.07126  0.32
H -2.86709 0.03009 0.33459  0.30
H -2.18305 0.96868 1.48998  0.26
H 1.78530 0.40054 -1.75118  0.23
H 1.47254 1.15658 1.89440  0.26
H 2.21938 -0.34592 1.40802  0.23

Forces on the atoms, in the same order (eV/Å):
C -0.054 -1.609 -0.844
C -0.642 1.028 0.323
C 0.151 0.362 1.402
N 0.155 -0.009 1.011
N -0.345 -1.454 0.938
N 0.545 0.771 0.823
N -0.864 0.266 -0.527
H -0.264 -0.115 0.201
H 1.447 0.850 0.236
H -0.375 0.623 -0.946
H -0.251 -0.603 -1.038
H 0.783 -0.066 0.115
H 0.145 0.370 -1.754
H 0.086 -0.280 0.134
H -0.517 -0.134 -0.073

Values from the calculation:
Gap between HOMO and LUMO (spin up / spin down): 6.97 / 7.67 eV
Relative energy (zero: lowest compared OMol25 entry of this formula, charge and spin): 556.6 kJ/mol
Spin multiplicity: 1

***

An isolated molecule of C3H8N4 in a non-equilibrium geometry. Source: the OMol25 dataset; level of theory: ωB97M-V with the def2-TZVPD basis set.

Last column: Mulliken charge in e.
Geometry (Å):
C 0.22008 0.90343 0.08225  0.46
C -0.52578 -0.39599 0.43360  -0.01
C -2.02710 -0.17951 0.22695  -0.54
H 1.71126 -1.37418 -0.59990  0.31
H 2.36295 -0.91560 1.00070  0.26
H 2.21907 1.27084 -0.60693  0.23
H 0.00996 2.77850 -0.38050  0.19
H -0.02611 -1.18990 1.32902  0.22
H -2.41665 0.67761 -0.43857  0.26
H -2.65501 -0.67803 0.83090  0.36
H -1.00321 -1.95532 -0.69622  0.27
N 2.26436 -0.65197 0.03197  -0.64
N 1.46232 0.59975 -0.28300  -0.13
N -0.52058 1.95805 -0.04355  -0.66
N -1.07558 -0.84768 -0.88672  -0.57

Forces on the atoms, in the same order (eV/Å):
C -2.242 -0.780 0.783
C -0.544 1.180 1.012
C 3.629 1.379 -4.533
H 1.851 1.430 2.316
H -0.748 0.211 0.248
H -2.104 -0.758 0.660
H -0.115 -0.539 0.061
H -1.900 2.473 -2.952
H 0.780 -1.038 2.335
H -2.242 -2.185 1.556
H -0.834 2.814 -1.077
N -3.101 -0.011 -3.738
N 5.780 0.154 -0.086
N 1.928 0.109 0.099
N -0.138 -4.439 3.317

Values from the calculation:
Gap between HOMO and LUMO: 9.80 eV
Relative energy (zero: lowest compared OMol25 entry of this formula, charge and spin): 521.0 kJ/mol
Spin multiplicity: 1

***

A 2-piece molecular cluster, C3H8N4 overall in a non-equilibrium geometry. Source: the OMol25 dataset; level of theory: ωB97M-V with the def2-TZVPD basis set.

Last column: Mulliken charge in e.
Geometry (Å):
C 0.45450 -1.37384 1.49418  0.35
C -1.56757 1.19207 -0.06286  -0.85
C 1.30201 -1.63912 -0.82463  0.10
N 0.24595 -1.64866 2.59993  -0.48
N 1.70734 -0.99186 -1.80904  -0.59
N 0.78468 -0.92953 0.24770  -0.20
N -0.38394 1.74015 0.45149  -0.63
H -1.38943 0.88639 -1.08749  0.29
H -1.84920 0.31244 0.64070  0.26
H -2.30918 1.97300 -0.15413  0.36
H 1.24271 -2.71756 -0.51850  0.30
H 1.87570 -1.45032 -2.74286  0.25
H -0.42003 1.99311 1.55896  0.25
H 0.47518 0.08310 0.22108  0.41
H -0.16872 2.57063 -0.01451  0.19

Forces on the atoms, in the same order (eV/Å):
C 0.908 -0.429 -0.611
C -1.682 -1.366 0.812
C -0.552 -1.129 1.544
N -0.161 0.066 -0.645
N -0.068 0.088 -2.427
N -1.273 1.530 2.100
N 1.978 0.006 4.948
H 0.056 -0.663 -0.112
H -0.112 1.425 -1.616
H -1.033 -0.216 0.327
H 0.351 0.454 -1.148
H 0.084 0.071 1.942
H -0.129 -0.821 -3.660
H 0.915 -0.501 -0.755
H 0.719 1.485 -0.699

Values from the calculation:
Gap between HOMO and LUMO: 10.32 eV
Relative energy (zero: lowest compared OMol25 entry of this formula, charge and spin): 225.5 kJ/mol
Spin multiplicity: 1